{"formula": "C48H39ClCrN2O4PS2", "method": "the ωB97M-V functional and the def2-TZVPD basis", "elements": ["Cr", "C", "C", "N", "N", "C", "S", "S", "C", "C", "C", "C", "C", "C", "C", "C", "C", "C", "C", "C", "C", "O", "H", "H", "H", "H", "H", "H", "H", "H", "H", "H", "H", "H", "H", "H", "O", "C", "C", "O", "O", "C", "C", "C", "C", "C", "C", "C", "C", "C", "C", "C", "C", "H", "H", "H", "H", "H", "H", "H", "H", "H", "H", "H", "Cl", "C", "C", "C", "C", "C", "C", "P", "C", "C", "C", "C", "C", "C", "C", "C", "C", "C", "C", "C", "H", "H", "H", "H", "H", "H", "H", "H", "H", "H", "H", "H", "H", "H"], "coordinates": [[0.40229, -0.60361, -0.63742], [-3.02868, -0.97503, -3.32172], [-2.56058, 0.33139, -2.74350], [-1.49551, 0.85626, -3.20985], [-1.19426, 2.13818, -2.80185], [-0.20512, 2.44832, -2.06537], [1.00868, 1.54094, -1.16287], [0.15428, 4.19760, -2.09439], [0.26334, 4.60613, -0.31872], [-0.95463, 5.33261, 0.17374], [-2.10026, 4.61784, 0.51388], [-3.23704, 5.28067, 0.94788], [-3.24418, 6.66701, 1.04312], [-2.10875, 7.38512, 0.69982], [-0.97012, 6.71907, 0.26672], [-3.20884, 0.85388, -1.50641], [-4.37201, 1.58938, -1.41277], [-4.83840, 1.98863, -0.16308], [-4.12042, 1.65151, 0.97315], [-2.95008, 0.90527, 0.89019], [-2.49371, 0.47152, -0.34982], [-1.44831, -0.32737, -0.54009], [-3.14441, -0.89256, -4.40281], [-2.30190, -1.76416, -3.11776], [-3.97954, -1.26669, -2.88073], [0.40143, 3.65974, 0.20209], [1.16474, 5.20265, -0.18242], [-2.10581, 3.53657, 0.42469], [-4.12031, 4.71085, 1.20594], [-4.13279, 7.18491, 1.38085], [-2.10822, 8.46564, 0.76839], [-0.08302, 7.28220, -0.00171], [-4.90839, 1.87034, -2.31134], [-5.74887, 2.56780, -0.08313], [-4.47087, 1.97730, 1.94562], [-2.39580, 0.64957, 1.78351], [0.24314, -1.16307, -2.57320], [1.37412, -1.80848, -3.20840], [2.35730, -2.10137, -2.04527], [3.27259, -2.87871, -2.18260], [2.12965, -1.40488, -0.96581], [0.82370, -3.04011, -3.92339], [-0.15171, -2.80941, -4.89468], [-0.72901, -3.86200, -5.58063], [-0.32893, -5.16656, -5.31341], [0.64781, -5.39960, -4.36152], [1.22659, -4.34197, -3.66539], [2.09873, -0.89975, -4.20086], [3.21580, -1.42030, -4.85440], [3.90382, -0.65520, -5.77859], [3.48365, 0.63752, -6.07131], [2.37161, 1.15349, -5.43073], [1.68036, 0.38923, -4.49652], [-0.25474, -0.51490, -3.12955], [-0.45199, -1.79306, -5.12692], [-1.48487, -3.66641, -6.33059], [-0.77466, -5.99298, -5.85187], [0.97032, -6.41198, -4.15346], [1.99811, -4.53277, -2.93453], [3.54579, -2.42468, -4.62453], [4.77178, -1.07065, -6.27443], [4.02263, 1.23504, -6.79519], [2.03233, 2.15876, -5.64567], [0.82190, 0.83031, -4.01342], [-1.33111, -2.10617, 2.09715], [-0.95583, -0.86572, 3.24617], [-1.82173, -0.68010, 4.31062], [-1.53071, 0.27917, 5.26640], [-0.37153, 1.03208, 5.16282], [0.48592, 0.84148, 4.09035], [0.19978, -0.09383, 3.09714], [1.30489, -0.44326, 1.68250], [2.13430, -1.95197, 2.28496], [2.05554, -3.15150, 1.58796], [2.65970, -4.29366, 2.09529], [3.34429, -4.24051, 3.29852], [3.42512, -3.04472, 4.00197], [2.81942, -1.90670, 3.49909], [2.60416, 0.82400, 1.72113], [3.91585, 0.45339, 1.43682], [4.90395, 1.42118, 1.32513], [4.59136, 2.76082, 1.49577], [3.28150, 3.13814, 1.76211], [2.29071, 2.17676, 1.85974], [-2.71146, -1.29066, 4.38349], [-2.20692, 0.42881, 6.09766], [-0.13062, 1.76985, 5.91656], [1.39250, 1.42718, 4.02445], [1.54250, -3.19584, 0.63793], [2.60115, -5.22146, 1.54192], [3.81942, -5.13051, 3.69066], [3.96021, -3.00042, 4.94164], [2.88216, -0.97414, 4.04820], [4.16345, -0.58894, 1.28194], [5.91891, 1.12379, 1.09659], [5.36392, 3.51361, 1.40834], [3.02717, 4.18409, 1.87645], [1.26535, 2.48254, 2.02757]], "forces_ev_per_a": [[-0.15, 0.48, -0.51], [0.01, 0.01, 0.02], [-0.12, 0.01, 0.10], [0.07, 0.00, -0.08], [0.04, 0.07, 0.06], [-0.15, -0.08, -0.08], [0.10, -0.01, 0.01], [-0.02, 0.03, 0.04], [0.01, 0.01, -0.02], [0.00, -0.05, -0.01], [-0.01, 0.01, -0.01], [0.02, 0.00, -0.01], [-0.01, -0.02, 0.01], [0.01, 0.00, 0.00], [0.01, 0.01, 0.04], [0.23, -0.16, 0.01], [-0.03, 0.07, -0.02], [0.00, 0.01, -0.03], [0.02, 0.02, 0.01], [0.02, -0.04, 0.09], [-0.10, 0.12, -0.42], [0.30, -0.22, 0.65], [0.02, 0.00, 0.00], [-0.02, -0.01, 0.03], [0.00, 0.00, -0.02], [0.04, 0.04, 0.01], [0.00, 0.02, 0.00], [-0.01, 0.00, -0.01], [-0.01, 0.00, 0.00], [0.00, 0.00, 0.00], [0.00, 0.00, 0.00], [-0.01, 0.00, 0.00], [0.00, -0.01, 0.01], [0.01, 0.00, -0.01], [0.01, -0.01, 0.00], [-0.01, 0.01, -0.01], [-0.03, -0.03, -0.14], [-0.03, 0.03, 0.06], [0.05, 0.08, -0.02], [0.04, 0.02, 0.01], [-0.17, -0.22, 0.21], [0.03, 0.04, -0.05], [0.04, -0.03, -0.02], [0.00, -0.01, 0.00], [-0.01, 0.01, -0.01], [0.01, 0.01, 0.02], [-0.06, -0.02, 0.05], [-0.05, -0.02, -0.02], [-0.02, 0.01, -0.01], [0.00, 0.01, 0.00], [0.01, -0.02, 0.01], [-0.01, 0.00, 0.01], [0.02, 0.00, 0.01], [-0.02, -0.02, -0.04], [0.00, 0.00, 0.00], [0.00, 0.00, 0.00], [0.00, 0.00, 0.00], [0.00, 0.01, 0.00], [0.00, -0.01, -0.01], [0.00, 0.00, 0.00], [0.00, 0.00, 0.00], [0.00, 0.00, 0.00], [0.00, -0.01, 0.00], [0.00, 0.00, 0.00], [-0.02, -0.15, 0.00], [0.12, 0.12, 0.05], [-0.02, -0.04, 0.00], [0.00, 0.01, 0.01], [0.02, 0.02, -0.01], [-0.02, 0.00, -0.02], [-0.06, -0.08, -0.03], [-0.01, -0.02, 0.18], [-0.03, -0.02, -0.02], [0.02, 0.03, -0.01], [0.00, 0.01, 0.00], [0.00, -0.01, 0.00], [0.00, 0.00, 0.01], [-0.02, 0.01, -0.01], [-0.01, 0.02, -0.02], [0.01, -0.01, -0.02], [0.01, 0.00, 0.00], [-0.02, 0.00, 0.01], [0.03, 0.01, -0.02], [-0.03, -0.03, -0.03], [0.01, 0.00, 0.00], [0.00, -0.01, -0.01], [0.00, 0.00, 0.00], [-0.02, -0.02, 0.03], [0.00, -0.01, 0.00], [0.00, 0.00, 0.00], [0.00, 0.00, 0.00], [0.00, 0.00, 0.00], [0.01, -0.01, 0.01], [0.01, 0.00, 0.00], [-0.01, 0.00, 0.00], [0.00, 0.00, 0.00], [0.00, 0.00, 0.00], [0.00, 0.01, 0.00]], "energy_ha": -4905.46786, "multiplicity": 4, "orbital_gap_ev": [7.22, 8.21], "e_homo_ev": [-8.04, -8.11], "relative_energy_kj_mol": 0.00}